Record 1
Below is a 2-piece molecular cluster, CH2O3S overall, with properties calculated with ωB97M-V with the def2-TZVPD basis set.

XYZ file:
```
7
Properties=species:S:1:pos:R:3:forces:R:3:mulliken_charge:R:1
S 1.14492 -0.80507 -1.48730 -2.4 0.3 -0.6 0.7397
O 0.52281 0.04233 1.58693 3.3 -1.0 1.2 -0.3638
O 0.16815 -1.86955 -1.47538 1.2 0.0 0.3 -0.3637
O 0.54681 0.45123 -1.88762 1.2 -0.3 0.4 -0.3832
C -0.44380 0.58418 1.23298 -3.8 -0.3 -1.4 -0.1456
H -0.58507 1.62692 1.01261 0.4 1.1 0.1 0.2681
H -1.35381 -0.03004 1.01779 0.0 0.2 0.1 0.2485
```
Positions in Å, forces in eV/Å.

The value obtained for the energy relative to the best compared isomer or geometry (same formula, charge and spin) is 26.93 kJ/mol. Its HOMO energy is -10.37 eV. Its HOMO-LUMO gap is 9.04 eV.

Record 2
Below is one molecule with the formula CH2O3S, with properties calculated with ωB97M-V with the def2-TZVPD basis set.

XYZ file:
```
7
Properties=species:S:1:pos:R:3:forces:R:3:mulliken_charge:R:1
S -1.13360 -0.10248 -0.15186 1.1 2.6 1.1 0.8965
O -2.21215 0.85013 -0.06386 0.7 -0.4 -0.4 -0.4562
O -1.37906 -1.47788 0.04670 0.3 -0.8 -0.1 -0.4247
O 1.55371 -0.63180 -0.21250 -3.3 3.3 0.0 -0.4942
C 0.40850 0.59865 0.17002 1.4 -5.0 -1.3 -0.1409
H 0.64545 1.52282 -0.33566 -0.1 0.1 -0.1 0.3106
H 2.11715 -0.75944 0.54716 0.0 0.3 0.8 0.3089
```
Positions in Å, forces in eV/Å.

As for the structure (SMILES): O=S(=O)=CO. The value obtained for the energy relative to the best compared isomer or geometry (same formula, charge and spin) is 307.90 kJ/mol. Its HOMO energy (alpha / beta) is -10.32 / -10.32 eV. Its HOMO-LUMO gap (alpha / beta) is 8.92 / 8.92 eV.

Record 3
Below is a 2-piece molecular cluster, CH2O3S overall, with properties calculated with ωB97M-V with the def2-TZVPD basis set.

XYZ file:
```
7
Properties=species:S:1:pos:R:3:forces:R:3:mulliken_charge:R:1
S -0.45865 0.77389 1.25352 0.8 0.1 0.1 0.4318
O -1.64457 0.17473 1.76597 -1.2 -0.4 0.9 -0.4564
O -0.58421 0.96309 -0.40878 -0.2 0.0 -0.7 -0.3287
O 1.38961 -0.22072 -0.58116 1.4 -0.5 1.7 -0.3961
C 0.15286 -0.15546 -0.11127 -1.1 -4.2 -1.8 0.2107
H 1.49209 0.18835 -1.41289 0.0 1.0 -1.6 0.3086
H -0.34714 -1.72387 -0.50540 0.4 4.0 1.4 0.2301
```
Positions in Å, forces in eV/Å.

The value obtained for the energy relative to the best compared isomer or geometry (same formula, charge and spin) is 309.31 kJ/mol. Its HOMO energy is -9.87 eV. Its HOMO-LUMO gap is 9.79 eV.

Record 4
Below is one molecule with the formula CH2O4, with properties calculated with ωB97M-V with the def2-TZVPD basis set.

XYZ file:
```
7
Properties=species:S:1:pos:R:3:forces:R:3:mulliken_spin:R:1
O 1.47072 -0.20833 -1.45256 -3.9 6.1 -14.4 1.0260
O -0.36445 -0.54153 -0.15848 -1.7 -1.7 -0.1 -0.0026
O 1.96897 -0.81620 -0.23713 5.5 -6.9 12.7 1.0796
O 0.92900 1.19366 0.20085 0.3 1.3 1.5 -0.0033
C 0.88560 -0.03553 -0.30891 -1.8 -0.3 0.5 -0.1008
H 0.70103 1.23647 1.16197 0.1 -0.3 -1.2 -0.0010
H -0.68684 -1.34319 -0.69149 1.6 1.8 0.9 0.0020
```
Positions in Å, forces in eV/Å.

The spin multiplicity is 3. The value obtained for the energy relative to the best compared isomer or geometry (same formula, charge and spin) is 231.24 kJ/mol. Its HOMO energy (alpha / beta) is -7.07 / -11.96 eV. Its HOMO-LUMO gap (alpha / beta) is 7.55 / 10.17 eV.

Record 5
Below is CH2O4P as an isolated structure, with properties calculated with ωB97M-V with the def2-TZVPD basis set.

XYZ file:
```
8
Properties=species:S:1:pos:R:3:forces:R:3:mulliken_charge:R:1
P 1.09818 0.22997 -0.09736 2.9 1.0 -0.6 0.8903
O -1.49622 -1.28910 -0.05889 -1.5 -2.0 0.3 -0.4347
O 1.81029 -0.86059 0.62759 -0.3 0.3 -0.3 -0.6597
O 0.43062 -0.06189 -1.40942 0.7 0.6 0.1 -0.6269
O 1.18503 1.63536 0.42001 -0.2 -0.8 -0.6 -0.6851
C -1.12601 -0.18060 0.11920 -1.2 -0.6 -1.4 0.0837
H -1.66310 0.63999 -0.36010 0.4 0.8 0.6 0.3081
H -0.23878 -0.11315 0.75897 -0.9 0.7 1.9 0.1243
```
Positions in Å, forces in eV/Å.

The net charge is -1. The value obtained for the energy relative to the best compared isomer or geometry (same formula, charge and spin) is 165.46 kJ/mol. Its HOMO energy is -5.20 eV. Its HOMO-LUMO gap is 9.37 eV.

Record 6
Below is a 2-piece molecular cluster, CH2O4S2 overall, with properties calculated with ωB97M-V with the def2-TZVPD basis set.

XYZ file:
```
9
Properties=species:S:1:pos:R:3:forces:R:3:mulliken_charge:R:1
S 2.20031 -0.47794 0.06987 4.4 1.1 -1.4 0.3486
S -2.44037 -0.56243 0.17172 -0.2 -0.9 0.3 0.2642
O -3.72341 -0.90833 -0.52032 0.5 0.4 0.2 -0.5990
O 2.92187 -1.21119 -1.11309 -1.5 0.4 1.7 -0.6908
O -2.44690 0.86656 0.95626 -0.6 0.0 0.2 -0.2918
O 3.15201 -0.36129 1.28019 -1.3 -0.8 -0.5 -0.6870
C -1.67512 0.85973 -0.37772 1.3 1.3 -0.3 -0.3793
H -0.56960 0.92501 -0.06843 -1.3 -0.7 -0.5 0.0145
H 2.58121 0.86987 -0.39848 -1.3 -0.8 0.2 0.0207
```
Positions in Å, forces in eV/Å.

The net charge is -2. The value obtained for the energy relative to the best compared isomer or geometry (same formula, charge and spin) is 252.91 kJ/mol. Its HOMO energy is -0.11 eV. Its HOMO-LUMO gap is 6.20 eV.

Record 7
Below is one molecule with the formula CH2O4S2, with properties calculated with ωB97M-V with the def2-TZVPD basis set.

XYZ file:
```
9
Properties=species:S:1:pos:R:3:forces:R:3:mulliken_charge:R:1
S 0.07949 -1.13061 0.00069 1.7 -0.9 0.1 0.8144
S -1.33785 0.76503 0.00944 -1.0 3.3 0.0 0.7640
O -1.22648 1.48991 -1.22506 -0.4 -0.4 0.1 -0.4124
O -0.47077 -1.58267 -1.23013 0.3 -0.1 -0.2 -0.4896
O -0.43365 -1.58555 1.24936 0.3 0.0 0.0 -0.4909
O -1.18038 1.53651 1.21018 -0.4 -0.4 0.0 -0.4142
C 1.22439 0.01532 -0.00669 -0.7 -1.8 0.0 -0.4230
H 1.67446 0.25246 -0.94193 0.0 0.2 -0.5 0.3260
H 1.67079 0.23961 0.93415 0.0 0.2 0.5 0.3256
```
Positions in Å, forces in eV/Å.

The value obtained for the energy relative to the best compared isomer or geometry (same formula, charge and spin) is 189.71 kJ/mol. Its HOMO energy is -10.73 eV. Its HOMO-LUMO gap is 8.89 eV.

Record 8
Below is an isolated ion of composition CH2O5PS and charge -1, with properties calculated with ωB97M-V with the def2-TZVPD basis set.

XYZ file:
```
10
Properties=species:S:1:pos:R:3:forces:R:3:mulliken_charge:R:1
S 4.26763 -0.35353 -0.05279 -0.8 -0.7 -0.3 0.6766
P -0.20948 0.40824 0.55576 -0.6 -1.0 -1.5 -0.1341
O 1.38245 0.36611 0.20784 1.1 1.2 0.4 -0.1724
O 3.39518 -1.08256 -0.99276 1.0 0.6 1.1 -0.5002
O 4.17055 -0.72848 1.35535 -0.1 0.0 -0.8 -0.4997
O 1.41054 2.54069 -0.46178 -0.6 0.4 0.4 -0.6182
O 3.32351 1.48629 0.00357 -0.6 -0.1 0.3 -0.5735
C 2.04696 1.59172 -0.06229 0.7 -1.0 -1.0 0.7783
H -0.68016 -0.21113 -0.76315 0.2 0.7 1.4 0.0201
H -0.11475 -0.87730 1.15568 -0.4 0.0 0.0 0.0232
```
Positions in Å, forces in eV/Å.

The net charge is -1. The value obtained for the energy relative to the best compared isomer or geometry (same formula, charge and spin) is 0.00 kJ/mol. Its HOMO energy is -5.50 eV. Its HOMO-LUMO gap is 9.23 eV.

Record 9
Below is a 2-piece molecular cluster, CH2OPS overall, with properties calculated with ωB97M-V with the def2-TZVPD basis set.

XYZ file:
```
6
Properties=species:S:1:pos:R:3:forces:R:3:mulliken_charge:R:1
S 0.39279 0.14135 2.22461 0.9 1.0 0.5 -0.2980
P 0.30311 0.29479 -1.87246 0.0 -1.2 -0.7 -0.2340
O -1.03958 -1.68076 0.86285 1.0 1.1 0.2 -0.1040
C -0.34817 -0.82856 1.26851 -2.0 -2.1 -0.9 0.0686
H -0.50869 1.35324 -1.56060 -0.9 1.0 0.2 -0.2083
H 1.20054 0.71994 -0.92292 0.9 0.3 0.7 -0.2243
```
Positions in Å, forces in eV/Å.

The net charge is -1. The value obtained for the energy relative to the best compared isomer or geometry (same formula, charge and spin) is 109.52 kJ/mol. Its HOMO energy is -1.53 eV. Its HOMO-LUMO gap is 4.67 eV.

Record 10
Below is one molecule with the formula CH2OS, with properties calculated with ωB97M-V with the def2-TZVPD basis set.

XYZ file:
```
5
Properties=species:S:1:pos:R:3:forces:R:3:mulliken_spin:R:1
S -0.76718 0.75006 0.02908 -4.7 0.7 -0.7 0.2907
O -2.00326 -0.79938 -0.00408 1.5 1.4 0.7 1.2232
C 0.66019 0.11537 0.00535 2.3 0.8 0.5 0.4511
H 1.48264 0.83312 0.19482 -0.2 -1.3 0.4 0.0110
H 0.62761 -0.89918 -0.22517 1.1 -1.6 -0.9 0.0241
```
Positions in Å, forces in eV/Å.

The spin multiplicity is 3. Its HOMO energy (alpha / beta) is -7.60 / -10.75 eV. Its HOMO-LUMO gap (alpha / beta) is 6.99 / 9.09 eV.

Record 11
Below is one molecule with the formula CH2OS2, with properties calculated with ωB97M-V with the def2-TZVPD basis set.

XYZ file:
```
6
Properties=species:S:1:pos:R:3:forces:R:3:mulliken_charge:R:1
S -0.90752 1.56997 0.62609 1.5 -0.5 -0.5 -0.2275
S 0.05260 -0.24964 1.29052 -0.9 1.4 0.0 -0.0134
O 0.67783 -2.12641 -0.41082 -0.9 0.3 -0.3 -0.4009
C 0.12812 -1.07008 -0.28037 1.7 0.8 -0.1 0.2458
H -0.06288 -0.25600 -1.03225 -0.4 -1.2 -0.3 0.2047
H 0.11185 2.13215 -0.19317 -1.0 -0.8 1.2 0.1913
```
Positions in Å, forces in eV/Å.

As for the structure (SMILES): O=CSS. The value obtained for the energy relative to the best compared isomer or geometry (same formula, charge and spin) is 61.10 kJ/mol. Its HOMO energy is -9.95 eV. Its HOMO-LUMO gap is 9.69 eV.

Record 12
Below is a 2-piece molecular cluster, CH2OS2 overall, with properties calculated with ωB97M-V with the def2-TZVPD basis set.

XYZ file:
```
6
Properties=species:S:1:pos:R:3:forces:R:3:mulliken_charge:R:1
S 4.02657 0.17318 0.31562 -0.1 -0.1 -0.1 -0.0581
S -1.21664 -0.62168 -0.06389 -1.3 -1.0 0.5 -0.0510
O -1.76134 0.84535 -0.55942 0.2 0.6 -0.5 -0.4531
C 3.09052 -0.81858 -0.36970 0.1 0.1 0.1 0.0592
H -1.67164 1.37370 0.22775 -0.1 0.8 0.2 0.3507
H -2.46748 -0.95197 0.44964 1.2 -0.4 -0.2 0.1523
```
Positions in Å, forces in eV/Å.

The value obtained for the energy relative to the best compared isomer or geometry (same formula, charge and spin) is 313.89 kJ/mol. Its HOMO energy is -9.27 eV. Its HOMO-LUMO gap is 9.20 eV.

Computed largest force on an atom (eV/A) in order:
4.01, 5.36, 4.71, 16.16, 3.17, 4.75, 3.42, 1.91, 3.09, 4.84, 1.87, 1.72